Model i:
# C9H12N3

A gas-phase ion, C9H12N3 (charge +1) (ωB97M-V with the def2-TZVPD basis set, the Open Molecules 2025 dataset).

As for the charge: +1. Its SMILES is C1=C/N=C\C=C2\[NH2+]CC[C@H]2CN=1.

Each line ends with the natural charge from an NBO analysis.
CARTESIAN COORDINATES (ANGSTROEM)
C -0.84273 -1.49700 0.27723  -0.22
C -2.11177 -1.29458 0.95867  -0.01
C -2.97991 0.12284 -0.64937  -0.13
C -1.93615 1.03212 -0.62961  0.38
C 1.93544 0.47260 0.77400  -0.41
C 0.01123 1.99346 0.07929  -0.24
C 2.33542 -0.52052 -0.30140  -0.25
C 0.40652 0.72731 0.66344  -0.29
C -0.05972 -0.46915 -0.13946  0.11
N -3.11609 -0.70978 0.32638  -0.29
N -1.39400 2.00296 -0.12527  -0.37
N 1.07925 -0.85698 -1.06616  -0.53
H -0.57670 -2.48254 0.05117  0.22
H -2.50179 -2.14878 1.63089  0.22
H -3.73114 0.04017 -1.40124  0.25
H 2.12270 0.22514 1.79855  0.24
H 2.44222 1.35671 0.47017  0.24
H 0.25317 2.80221 0.79789  0.25
H 0.49036 2.08988 -1.00202  0.20
H 2.83474 0.02395 -1.11117  0.22
H 3.03118 -1.17467 0.24621  0.28
H 0.05466 0.57667 1.72024  0.26
H 1.12941 -0.50114 -2.00712  0.44
H 1.12369 -1.81086 -1.36131  0.44

Model ii:
# C9H12N3

2 unconnected molecules or ions with the total composition C9H12N3 (ωB97M-V with the def2-TZVPD basis set, the Open Molecules 2025 dataset).

As for the charge: +1.

Each line ends with the natural charge from an NBO analysis.
CARTESIAN COORDINATES (ANGSTROEM)
C 2.46012 1.35094 1.63172  0.22
C 0.36464 1.09907 0.34231  0.11
C 2.19334 0.33260 -0.60661  0.09
C 1.68312 1.00249 0.51658  -0.24
C -2.08712 1.63812 -1.40409  -0.30
C -1.11900 0.77344 -1.67264  -0.07
C -0.00066 -1.46287 1.83118  -0.66
C -1.18221 -1.88477 -0.39783  -0.40
C -0.93386 -1.20527 0.70665  -0.18
N 3.05287 1.71765 2.53676  -0.17
N 1.18719 0.22469 -1.44414  -0.26
N 0.05042 0.63524 -0.89834  -0.12
H -0.35005 1.40531 1.05967  0.27
H 3.32302 0.02561 -0.72953  0.30
H -3.00845 1.50003 -1.88567  0.24
H -2.05581 2.44660 -0.69042  0.22
H -1.29737 -0.07837 -2.32869  0.24
H -0.52512 -1.39571 2.80417  0.25
H 0.56566 -2.39946 1.65050  0.24
H 0.56291 -0.53227 1.99156  0.20
H -0.47977 -2.56211 -0.82335  0.19
H 1.17433 -0.41402 -2.23897  0.46
H -1.91036 -1.64812 -1.01603  0.19
H -1.66783 -0.56883 1.06522  0.18

model ii (0.0210 hartree below the next structure)

Model i:
# C2H5NO2P

2 unconnected molecules or ions with the total composition C2H5NO2P (ωB97M-V with the def2-TZVPD basis set, the Open Molecules 2025 dataset).

As for the charge: -1. The spin multiplicity is 3. Its expectation value of S² is 2.0158.

Each line ends with the Löwdin spin population.
CARTESIAN COORDINATES (ANGSTROEM)
C -0.30046 0.53804 -1.14577  0.14
C -1.09722 -0.35841 -0.68754  0.78
N 1.23132 -1.25870 1.82786  0.16
O 1.33650 -2.91062 -0.29898  0.15
O -0.23289 -3.38395 1.62748  0.15
P 0.53228 -2.43793 0.80167  0.46
H -0.49281 1.43254 -1.74370  0.04
H 0.74231 0.45672 -0.97340  0.03
H -2.04597 -0.40140 -0.22670  0.06
H 0.64663 -1.36258 2.65254  0.01
H 1.33752 -0.23045 1.56625  0.01

Model ii:
# C2H5NO2P

A molecular structure, C2H5NO2P (ωB97M-V with the def2-TZVPD basis set, the Open Molecules 2025 dataset).

As for the charge: -1. The spin multiplicity is 3. Its expectation value of S² is 2.0058.

Each line ends with the Löwdin spin population.
CARTESIAN COORDINATES (ANGSTROEM)
C 1.45363 0.25222 -0.66483  0.08
C 0.57972 -0.37242 0.46271  0.17
N -2.05124 -0.12259 0.96150  0.19
O -2.10212 -0.40138 -0.45482  0.25
O 0.48087 0.53137 -1.56633  0.33
P -0.87314 0.62727 -0.19334  0.83
H 2.03225 1.19270 -0.42059  0.03
H 2.11096 -0.47461 -1.03342  0.03
H 0.25784 -1.37996 0.17214  0.03
H 0.87266 -0.27268 1.47993  0.03
H -2.76143 0.42007 1.25707  0.03

model i (0.1452 hartree below the next structure)

Model i:
# C5H12Si

C5H12Si in the gas phase (ωB97M-V with the def2-TZVPD basis set, the Open Molecules 2025 dataset).

As for the charge: 0. Its SMILES is C=C[C@@H](C)[SiH2]C.

Each line ends with the natural charge from an NBO analysis.
CARTESIAN COORDINATES (ANGSTROEM)
C -2.10817 1.00195 0.61446  -0.40
C -1.17769 0.07634 0.59231  -0.22
C 1.08035 -0.74370 2.01481  -0.57
C -0.02420 0.25876 -2.37170  -1.10
C 0.25063 0.22012 0.61072  -0.64
Si 0.99877 -0.42101 -0.97637  1.17
H -3.23072 0.87247 0.73651  0.21
H -1.85029 2.03387 0.41805  0.19
H -1.37496 -0.95453 0.79897  0.19
H 0.98988 -0.09428 2.82344  0.21
H 0.70366 -1.71110 2.14428  0.20
H 2.10852 -0.73597 1.89149  0.20
H -0.97802 -0.33140 -2.06377  0.24
H -0.03201 1.27282 -2.62180  0.25
H 0.57159 -0.27402 -3.12022  0.23
H 0.54180 1.20905 0.68636  0.22
H 2.47144 0.12258 -0.99145  -0.19
H 1.05941 -1.80193 -1.18610  -0.19

Model ii:
# C5H12Si

2 unconnected molecules or ions with the total composition C5H12Si (ωB97M-V with the def2-TZVPD basis set, the Open Molecules 2025 dataset).

As for the charge: 0.

Each line ends with the natural charge from an NBO analysis.
CARTESIAN COORDINATES (ANGSTROEM)
C -0.77974 -0.94349 0.72624  -0.31
C 0.43228 -0.62344 1.15770  -0.12
C 0.81022 -0.46902 2.56885  -0.63
C 1.53752 -0.40327 0.23192  -0.66
C -0.98215 1.51422 -2.12836  -1.12
Si -1.57960 -0.23960 -1.71027  0.95
H -1.67931 -1.12045 1.24962  0.18
H 1.39196 -1.21023 3.04797  0.22
H 1.47563 0.36997 2.42151  0.22
H -0.04243 -0.20117 3.32722  0.22
H 1.58482 -0.97429 -0.79390  0.23
H 2.51997 -0.77950 0.61183  0.22
H 1.87766 0.62462 0.03052  0.22
H -1.35116 2.12490 -2.96357  0.25
H -1.23843 2.01827 -1.21882  0.23
H 0.11829 1.59201 -2.04035  0.24
H -3.04747 -0.26892 -1.55878  -0.18
H -1.04805 -1.01062 -2.95932  -0.17

model i (0.0404 hartree below the next structure)

Model i:
# C19H31N3O4

C19H31N3O4 in the gas phase (ωB97M-V with the def2-TZVPD basis set, the Open Molecules 2025 dataset).

As for the charge: 0. Its SMILES is C=C(C)CC(=O)N[C@H]1C[C@H]2CC[C@@H]([C@H]1C)N2C(=O)C(C)(C)NC(=O)OC.

Each line ends with the natural charge from an NBO analysis.
CARTESIAN COORDINATES (ANGSTROEM)
C 5.25912 -0.05643 1.74527  -0.43
C 4.51304 0.49967 2.69475  0.04
C 4.22995 1.97295 2.74768  -0.65
C 3.85311 -0.31863 3.77190  -0.54
C 2.33923 -0.41994 3.58428  0.69
O 1.55784 -0.30151 4.51082  -0.63
N 1.95396 -0.67433 2.31157  -0.65
C 0.54666 -0.76151 1.93697  -0.06
C -0.07050 0.62984 1.70697  -0.43
C 0.12473 1.14154 0.27863  -0.04
C 1.59867 1.16797 -0.16388  -0.41
C 1.83503 -0.22982 -0.78847  -0.41
C 0.48978 -0.95392 -0.61563  -0.02
C 0.32832 -1.68994 0.72588  -0.25
C 1.16650 -2.96062 0.78543  -0.61
N -0.41683 0.20535 -0.73017  -0.57
C -1.81875 -0.02965 -0.74585  0.78
O -2.45190 -0.48318 0.17722  -0.56
C -2.48170 0.34932 -2.06825  0.02
C -2.26110 1.84804 -2.31069  -0.62
C -1.84168 -0.47756 -3.19050  -0.62
N -3.89305 0.04016 -1.91940  -0.64
C -4.81376 0.23086 -2.88944  0.89
O -4.60570 0.68318 -3.99569  -0.67
O -6.03516 -0.15663 -2.45692  -0.52
C -7.08206 0.01432 -3.41377  -0.25
H 5.46147 -1.12128 1.74014  0.20
H 5.70779 0.53866 0.95914  0.20
H 4.64728 2.40521 3.66006  0.23
H 4.65011 2.49687 1.89036  0.22
H 3.15254 2.15904 2.78011  0.22
H 4.25914 -1.33230 3.78892  0.23
H 4.00772 0.12562 4.75506  0.24
H 2.67194 -0.66574 1.60754  0.41
H 0.05494 -1.20676 2.80269  0.24
H -1.13890 0.57982 1.91709  0.23
H 0.36518 1.32998 2.42335  0.22
H -0.35359 2.11608 0.16304  0.21
H 1.74392 1.94362 -0.91443  0.22
H 2.26664 1.38418 0.66895  0.21
H 2.05704 -0.13459 -1.85044  0.22
H 2.66919 -0.77587 -0.34621  0.20
H 0.29789 -1.65558 -1.43136  0.21
H -0.72175 -1.98442 0.77730  0.23
H 2.23220 -2.76706 0.65144  0.20
H 1.04452 -3.45751 1.74908  0.22
H 0.85706 -3.65730 0.00407  0.21
H -1.19606 2.06029 -2.38971  0.22
H -2.75609 2.12986 -3.23807  0.25
H -2.68918 2.43509 -1.49611  0.21
H -0.77672 -0.25847 -3.25553  0.22
H -1.98314 -1.54475 -3.01043  0.21
H -2.31802 -0.21771 -4.13392  0.25
H -4.18413 -0.34949 -1.03623  0.43
H -7.98554 -0.33510 -2.92324  0.19
H -7.18217 1.06214 -3.69177  0.19
H -6.88504 -0.57204 -4.30957  0.19

Model ii:
# C19H31N3O4

C19H31N3O4 in the gas phase (ωB97M-V with the def2-TZVPD basis set, the Open Molecules 2025 dataset).

As for the charge: 0. Its SMILES is C=C(C)CC(=O)N[C@H]1C[C@H]2CC[C@@H]([C@H]1C)N2C(=O)C(C)(C)NC(=O)OC.

Each line ends with the natural charge from an NBO analysis.
CARTESIAN COORDINATES (ANGSTROEM)
C -2.20701 -4.63181 -2.22427  -0.42
C -1.04796 -5.07531 -1.74705  0.03
C 0.11658 -5.41448 -2.63197  -0.65
C -0.81070 -5.23505 -0.26943  -0.54
C 0.08599 -4.16187 0.34550  0.70
O 0.79193 -4.39154 1.31023  -0.63
N -0.00968 -2.94460 -0.24362  -0.66
C 0.73756 -1.78163 0.21700  -0.05
C 1.36740 -1.02664 -0.96764  -0.42
C 0.43836 0.02651 -1.57549  -0.05
C -0.91723 -0.52381 -2.03681  -0.41
C -1.81110 -0.45847 -0.77652  -0.43
C -0.91450 0.17241 0.30345  -0.03
C -0.09910 -0.84341 1.12041  -0.22
C -0.95937 -1.60153 2.12054  -0.62
N 0.03110 0.94736 -0.50622  -0.46
C 0.80301 2.03418 -0.24493  0.71
O 1.90856 2.14339 -0.76169  -0.65
C 0.26619 3.20767 0.60804  0.04
C -0.55744 4.07129 -0.36265  -0.62
C -0.57458 2.84904 1.83569  -0.62
N 1.47426 3.90772 1.03673  -0.64
C 1.45925 5.11584 1.64239  0.89
O 0.48635 5.70068 2.07386  -0.67
O 2.71521 5.61841 1.70315  -0.52
C 2.81389 6.89074 2.34237  -0.25
H -3.03818 -4.40697 -1.56600  0.20
H -2.36726 -4.50179 -3.28761  0.20
H 0.37975 -6.46899 -2.52209  0.22
H -0.10462 -5.22012 -3.68030  0.22
H 1.00056 -4.83792 -2.34795  0.22
H -1.75710 -5.20442 0.27575  0.24
H -0.33712 -6.19223 -0.04960  0.24
H -0.62931 -2.86530 -1.03176  0.41
H 1.53270 -2.19639 0.83635  0.24
H 2.26393 -0.50791 -0.62473  0.24
H 1.68123 -1.74697 -1.72724  0.22
H 0.96057 0.58213 -2.34946  0.24
H -1.32472 0.11261 -2.82134  0.22
H -0.82718 -1.52391 -2.46401  0.20
H -2.67465 0.18058 -0.95652  0.22
H -2.19264 -1.42961 -0.46317  0.21
H -1.49334 0.79338 0.97462  0.23
H 0.62890 -0.24836 1.68399  0.21
H -1.77023 -2.14159 1.62743  0.20
H -0.36315 -2.33280 2.66562  0.24
H -1.40651 -0.91185 2.83899  0.21
H -1.40775 3.50347 -0.74415  0.21
H -0.92252 4.95605 0.15520  0.24
H 0.06290 4.38329 -1.20381  0.22
H -1.58577 2.55706 1.56071  0.20
H -0.11046 2.05979 2.42870  0.21
H -0.65524 3.74403 2.44834  0.26
H 2.31193 3.64913 0.53510  0.44
H 3.86688 7.15345 2.30870  0.19
H 2.22013 7.63558 1.81492  0.19
H 2.47127 6.83153 3.37425  0.19

model ii (0.0145 hartree below the next structure)